[1]
# C3H5NO

A structure of composition C3H5NO in a non-equilibrium geometry (the ωB97M-V functional and the def2-TZVPD basis, OMol25).

Highest occupied orbital energy (eV): -10.28
Max |F| (hartree/bohr): 0.0971

Geometry as XYZ:
```
10
Properties=species:S:1:pos:R:3:mulliken_charge:R:1
C -0.28120 0.69659 -0.55883 0.3419
C 0.18473 1.95574 -0.15147 -0.1985
C -0.12730 -1.76199 0.39391 -0.5560
N 0.49157 1.11507 -1.41899 -0.3827
O -1.12519 -0.77736 0.04691 -0.3591
H -0.27741 2.94655 -0.32436 0.2304
H 0.91863 1.92150 0.65202 0.1676
H 0.66874 -1.37182 0.92604 0.2988
H 0.38144 -2.16976 -0.48597 0.2738
H -0.83401 -2.55451 0.92073 0.1840
```

---

[2]
# C3H5NO

An isolated molecule of C3H5NO in a non-equilibrium geometry (the ωB97M-V functional and the def2-TZVPD basis, OMol25).

Highest occupied orbital energy (eV): -8.36
Max |F| (hartree/bohr): 0.1033
Structure (SMILES): N/C=C\C=O

Geometry as XYZ:
```
10
Properties=species:S:1:pos:R:3:mulliken_charge:R:1
N 1.16559 -0.95166 0.08296 -0.3849
C 1.00689 0.31501 -0.02085 -0.0172
C -0.27401 0.91056 -0.09463 -0.6735
C -1.51850 0.10988 0.01394 0.2276
O -1.59888 -1.07144 -0.10222 -0.5774
H 0.22004 -1.52511 0.09192 0.2783
H 1.97254 -1.36668 -0.26582 0.2236
H 1.90832 0.91329 -0.10009 0.3413
H -0.49575 1.95850 -0.05008 0.3227
H -2.38623 0.70764 0.44487 0.2596
```

---

[3]
# C3H5NO

An isolated molecule of C3H5NO in a non-equilibrium geometry (the ωB97M-V functional and the def2-TZVPD basis, OMol25).

Highest occupied orbital energy (eV): -10.08
Max |F| (hartree/bohr): 0.0708
Structure (SMILES): O=C[C@@H]1CN1

Geometry as XYZ:
```
10
Properties=species:S:1:pos:R:3:mulliken_charge:R:1
O -2.08885 -0.07426 -0.11579 -0.4692
C -1.00195 0.07209 0.39097 -0.1139
C 0.21127 -0.37542 -0.39967 0.1039
C 1.55511 -0.48268 0.26974 -0.3488
N 1.17837 0.82947 -0.34688 -0.5514
H -0.82218 0.49405 1.39233 0.3096
H 0.02487 -0.82941 -1.38910 0.3214
H 1.48935 -0.49317 1.41899 0.1919
H 2.33938 -1.19658 0.01564 0.2954
H 0.84416 1.52896 0.35033 0.2610
```

---

[4]
# C3H5NO

An isolated molecule of C3H5NO in a non-equilibrium geometry (the ωB97M-V functional and the def2-TZVPD basis, OMol25).

Highest occupied orbital energy (eV): -8.13
Max |F| (hartree/bohr): 0.0505
Structure (SMILES): C1=CONC1

Geometry as XYZ:
```
10
Properties=species:S:1:pos:R:3:mulliken_charge:R:1
C 0.49840 -0.92322 -0.20719 -0.4083
C -0.81886 -1.05495 -0.02197 -0.1942
O -1.50562 0.08042 0.09583 -0.3109
N -0.54224 1.17249 -0.17352 -0.3579
C 0.80014 0.65412 -0.06424 -0.1701
H 1.31420 -1.68702 -0.16969 0.2902
H -1.55998 -1.82980 0.02148 0.4046
H -0.94259 1.79038 0.50296 0.2950
H 1.18977 0.94088 0.88489 0.2428
H 1.56678 0.85671 -0.86856 0.2089
```

---

[5]
# C3H5NO

An isolated molecule of C3H5NO in a non-equilibrium geometry (the ωB97M-V functional and the def2-TZVPD basis, OMol25).

Highest occupied orbital energy (alpha / beta) (eV): -8.72 / -8.71
Max |F| (hartree/bohr): 0.0332

Geometry as XYZ:
```
10
Properties=species:S:1:pos:R:3:mulliken_charge:R:1
C 0.23836 0.43668 0.79748 -0.2974
C 1.14003 -0.05534 -0.49361 -0.0339
C -0.92318 -0.14668 0.22184 0.1283
N -2.09872 -0.10932 -0.04939 -0.3995
O 1.54828 0.80211 -1.29303 -0.6074
H -2.54173 -0.65832 -0.77780 0.3211
H 0.11840 -0.82943 -0.87196 0.0240
H 0.19373 1.52114 0.89400 0.2688
H 0.55512 -0.06687 1.71079 0.2658
H 1.76971 -0.89396 -0.13831 0.3302
```

---

[6]
# C3H5NO

An isolated molecule of C3H5NO in a non-equilibrium geometry (the ωB97M-V functional and the def2-TZVPD basis, OMol25).

Highest occupied orbital energy (eV): -11.10
Max |F| (hartree/bohr): 0.0216
Structure (SMILES): N#CCCO

Geometry as XYZ:
```
10
Properties=species:S:1:pos:R:3:mulliken_charge:R:1
N -1.13047 1.59729 -2.09397 -0.3824
C -0.44202 0.91809 -1.45969 0.2071
C 0.38676 0.05329 -0.61812 -0.2108
C -0.11516 0.01510 0.83607 -0.5238
O 0.47867 -1.04463 1.54474 -0.4948
H 0.37461 -0.95984 -1.03586 0.2582
H 1.42336 0.39993 -0.65048 0.2259
H -1.21177 -0.04223 0.85175 0.3173
H 0.18395 0.93051 1.35247 0.2957
H 0.05206 -1.86752 1.27310 0.3076
```

---

[7]
# C3H5NO

A structure of composition C3H5NO in a non-equilibrium geometry (the ωB97M-V functional and the def2-TZVPD basis, OMol25).

Highest occupied orbital energy (eV): -8.94
Max |F| (hartree/bohr): 0.0869

Geometry as XYZ:
```
10
Properties=species:S:1:pos:R:3:mulliken_charge:R:1
C -0.95127 -0.82363 -0.13808 -1.0178
C -0.26895 0.49675 -0.04799 0.3310
C 2.23050 0.16175 0.05296 -0.0224
N -0.87536 1.54303 0.28247 -0.5787
O 2.50224 -0.88566 0.44261 -0.1830
H -0.29333 2.37736 0.36795 0.2434
H 0.99303 0.61701 -0.47078 0.3277
H -2.00804 -0.73065 0.10892 0.3289
H -0.84589 -1.22563 -1.14701 0.2905
H -0.48293 -1.53031 0.54894 0.2804
```

---

[8]
# C3H5NO

An isolated molecule of C3H5NO in a non-equilibrium geometry (the ωB97M-V functional and the def2-TZVPD basis, OMol25).

Highest occupied orbital energy (eV): -10.85
Max |F| (hartree/bohr): 0.0246
Structure (SMILES): COCC#N

Geometry as XYZ:
```
10
Properties=species:S:1:pos:R:3:mulliken_charge:R:1
C 0.73780 -1.11135 -0.27292 -0.7039
O 0.77027 0.25757 -0.61706 -0.3508
C -0.04561 1.07066 0.16184 -0.3075
C -1.48944 0.69457 0.16188 0.2867
N -2.58269 0.31440 0.17965 -0.3657
H 1.70372 -1.51655 -0.57925 0.2487
H -0.09121 -1.59224 -0.80857 0.2774
H 0.63675 -1.26317 0.80471 0.3326
H 0.05524 2.08380 -0.23372 0.2822
H 0.30516 1.06230 1.20343 0.3004
```

---

[9]
# C3H5NO

An isolated molecule of C3H5NO in a non-equilibrium geometry (the ωB97M-V functional and the def2-TZVPD basis, OMol25).

Highest occupied orbital energy (eV): -10.54
Max |F| (hartree/bohr): 0.0572
Structure (SMILES): COCC#N

Geometry as XYZ:
```
10
Properties=species:S:1:pos:R:3:mulliken_charge:R:1
C -0.76492 0.86034 0.26345 -0.6298
O -0.74978 -0.18880 -0.69716 -0.3218
C 0.51086 -0.77222 -0.91759 -0.2401
C 1.10714 -0.90161 0.43412 0.3346
N 1.02006 -0.42468 1.49117 -0.5167
H -1.81327 1.11301 0.39252 0.2334
H -0.18784 1.70983 -0.14591 0.3051
H -0.32932 0.54646 1.33484 0.3326
H 1.18073 -0.12926 -1.50993 0.2418
H 0.36951 -1.72530 -1.43342 0.2609
```

---

[10]
# C3H5NO

An isolated molecule of C3H5NO in a non-equilibrium geometry (the ωB97M-V functional and the def2-TZVPD basis, OMol25).

Highest occupied orbital energy (alpha / beta) (eV): -7.45 / -10.06
Multiplicity: 3
Max |F| (hartree/bohr): 0.0856
⟨S²⟩: 2.0188

Geometry as XYZ:
```
10
Properties=species:S:1:pos:R:3:mulliken_spin:R:1
C -1.31534 -0.75370 -0.18309 0.2372
C 0.58405 1.50542 -0.07740 0.9232
C -0.11239 -1.00660 0.30051 -0.1014
N 0.91262 -0.07352 0.07196 0.3567
O 2.09754 -0.42439 -0.06564 0.5290
H -2.12041 -1.39123 0.06569 0.0056
H -1.38552 0.26244 -0.65585 -0.0087
H 1.32440 1.97676 -0.68879 0.0328
H -0.26667 1.87454 0.41153 0.0238
H 0.28172 -1.96973 0.82109 0.0019
```

---

[11]
# C3H5NO2

An isolated molecule of C3H5NO2 (the ωB97M-V functional and the def2-TZVPD basis, OMol25).

Highest occupied orbital energy (eV): -7.61
Max |F| (hartree/bohr): 0.0156
Structure (SMILES): COC(N)=C=O

Geometry as XYZ:
```
11
Properties=species:S:1:pos:R:3:mulliken_charge:R:1
C 0.06632 -0.82849 -1.54856 -0.7392
O -0.80934 -0.27623 -0.58376 -0.3620
C -0.18268 0.19859 0.52520 0.3785
N -1.02490 0.65947 1.54945 -0.5222
C 1.12829 0.41869 0.66813 0.3576
O 2.19037 0.41830 1.19926 -0.4401
H 0.63579 -1.66933 -1.13431 0.3154
H -0.55736 -1.18196 -2.36884 0.2339
H 0.77343 -0.07062 -1.92466 0.3239
H -0.48783 0.99708 2.33865 0.2372
H -1.73208 1.33452 1.27944 0.2170
```

---

[12]
# C3H5NO2

An isolated molecule of C3H5NO2 (the ωB97M-V functional and the def2-TZVPD basis, OMol25).

Highest occupied orbital energy (eV): -10.71
Max |F| (hartree/bohr): 0.0099
Structure (SMILES): [H]/N=C(/C)OC=O

Geometry as XYZ:
```
11
Properties=species:S:1:pos:R:3:mulliken_charge:R:1
H 0.14433 2.01195 -0.57722 0.2664
N -0.66715 1.51941 -0.20608 -0.5870
C -0.37880 0.37790 0.22804 0.7098
C -1.36215 -0.59542 0.79174 -0.9760
O 0.92550 -0.16406 0.29658 -0.2821
C 1.69616 -0.18544 -0.81273 0.1020
O 1.37191 0.18778 -1.90325 -0.4590
H -1.05060 -0.91831 1.79019 0.2900
H -1.39586 -1.48419 0.15202 0.2689
H -2.35072 -0.13787 0.83406 0.3181
H 2.67556 -0.61494 -0.55870 0.3489
```

---

Number 1: electronic energy -247.11913 Ha. Number 2: electronic energy -247.26834 Ha. Number 3: electronic energy -247.22924 Ha. Number 4: electronic energy -247.18945 Ha. Number 5: electronic energy -247.14762 Ha. Number 6: electronic energy -247.28609 Ha. Number 7: electronic energy -247.21500 Ha. Number 8: electronic energy -247.26470 Ha. Number 9: electronic energy -247.22530 Ha. Number 10: electronic energy -247.09441 Ha. Number 11: electronic energy -322.46513 Ha. Number 12: electronic energy -322.54316 Ha.